1.
A molecular structure, C26H52O24S5. Source: the OMol25 dataset; level of theory: ωB97M-V/def2-TZVPD.

Summary:
- 2S+1: 1
- Highest occupied orbital energy: -9.0 eV
- Energy relative to the best compared isomer or geometry (same formula, charge and spin): 0.0 kcal/mol
- Kohn-Sham gap: 9.2 eV
- Electronic energy: -131115.387 eV
- Strongest force on any atom: 1.2 eV Å⁻¹

Last column: Löwdin charge in e.
Positions of all 107 atoms, in Å:
C 0.411 -5.565 2.070  -0.15
C 1.292 -5.306 0.834  -0.15
C 0.357 -4.590 -0.156  -0.20
O -0.963 -4.816 0.276  -0.13
C -0.946 -4.950 1.691  -0.19
H 0.813 -5.177 3.002  0.10
H 0.286 -6.643 2.199  0.10
H 1.692 -6.229 0.416  0.10
H 2.176 -4.705 1.057  0.11
H 0.494 -4.983 -1.163  0.10
H 0.573 -3.512 -0.196  0.11
H -1.830 -5.509 1.982  0.13
H -0.979 -3.961 2.173  0.09
C 1.863 -4.074 -4.957  -0.17
C 0.731 -4.879 -4.332  -0.17
C -0.364 -3.806 -4.155  -0.19
O 0.316 -2.556 -4.062  -0.15
C 1.725 -2.775 -4.185  -0.21
H 1.698 -3.905 -6.023  0.11
H 2.831 -4.553 -4.810  0.11
H 1.056 -5.244 -3.356  0.09
H 0.339 -5.735 -4.882  0.11
H -0.884 -3.993 -3.214  0.11
H -1.018 -3.781 -5.028  0.12
H 2.108 -2.857 -3.160  0.11
H 2.210 -1.922 -4.659  0.12
C 4.888 1.358 -1.766  -0.17
C 6.000 1.013 -2.745  -0.16
C 6.553 -0.241 -2.069  -0.22
O 5.398 -0.943 -1.633  -0.14
C 4.308 -0.018 -1.424  -0.17
H 4.173 2.059 -2.202  0.12
H 5.285 1.846 -0.873  0.09
H 6.725 1.817 -2.867  0.11
H 5.610 0.700 -3.715  0.12
H 7.189 0.012 -1.210  0.12
H 7.132 -0.864 -2.750  0.12
H 3.985 -0.037 -0.382  0.11
H 3.527 -0.320 -2.118  0.10
C -1.103 4.834 2.827  -0.14
C -1.255 4.644 4.336  -0.15
C -0.539 3.307 4.539  -0.22
O -0.894 2.516 3.424  -0.19
C -1.020 3.388 2.270  -0.15
H -0.181 5.354 2.565  0.10
H -1.931 5.330 2.324  0.11
H -2.310 4.511 4.582  0.11
H -0.804 5.445 4.917  0.11
H -0.838 2.788 5.451  0.11
H 0.548 3.463 4.600  0.12
H -1.945 3.089 1.780  0.12
H -0.149 3.244 1.635  0.09
C -7.142 -1.840 -1.422  -0.15
C -6.288 -1.831 -2.707  -0.15
O -4.932 -1.938 -2.283  -0.17
S -4.803 -1.791 -0.707  0.58
O -4.742 -0.419 -0.343  -0.22
O -3.831 -2.689 -0.242  -0.19
O -6.271 -2.313 -0.387  -0.19
H -7.980 -2.530 -1.475  0.13
H -7.520 -0.854 -1.151  0.13
H -6.436 -0.888 -3.232  0.13
H -6.527 -2.650 -3.380  0.13
C -0.005 -0.660 1.617  -0.14
C -1.292 -1.138 0.879  -0.14
O -1.024 -0.967 -0.523  -0.17
S 0.248 -0.080 -0.769  0.57
O -0.093 1.301 -0.721  -0.22
O 0.987 -0.602 -1.847  -0.20
O 0.982 -0.448 0.600  -0.20
H 0.321 -1.375 2.364  0.12
H -0.217 0.316 2.055  0.11
H -2.106 -0.487 1.170  0.11
H -1.482 -2.189 1.072  0.10
C -3.237 0.572 4.181  -0.14
C -3.232 0.200 5.647  -0.14
O -3.131 -1.236 5.605  -0.18
S -2.277 -1.710 4.360  0.56
O -3.032 -2.655 3.633  -0.20
O -0.939 -2.011 4.702  -0.21
O -2.284 -0.318 3.600  -0.21
H -2.912 1.583 3.955  0.12
H -4.234 0.368 3.783  0.14
H -4.159 0.501 6.128  0.14
H -2.399 0.596 6.228  0.13
C 4.412 2.837 1.769  -0.14
C 2.970 2.290 1.839  -0.15
O 2.215 3.052 0.916  -0.20
S 2.875 4.469 0.718  0.56
O 2.532 5.311 1.811  -0.21
O 2.638 4.866 -0.604  -0.20
O 4.373 3.964 0.884  -0.18
H 5.129 2.103 1.408  0.12
H 4.759 3.155 2.752  0.13
H 2.571 2.360 2.855  0.13
H 2.889 1.234 1.590  0.12
C -0.521 3.901 -2.396  -0.16
C 0.151 5.221 -2.830  -0.14
O -0.667 5.755 -3.890  -0.19
S -2.098 5.073 -3.834  0.57
O -2.626 4.934 -5.131  -0.21
O -2.863 5.691 -2.810  -0.22
O -1.557 3.663 -3.360  -0.18
H -0.940 3.959 -1.389  0.12
H 0.114 3.019 -2.370  0.11
H 1.178 5.111 -3.161  0.12
H 0.117 5.945 -2.018  0.12



2.
7 unconnected molecules or ions with the total composition C26H53BrF3IN9O10P2. Source: the OMol25 dataset; level of theory: ωB97M-V/def2-TZVPD.

Summary:
- 2S+1: 1
- Highest occupied orbital energy: -11.0 eV
- Charge: +1
- Kohn-Sham gap: 7.4 eV
- Electronic energy: -166577.115 eV
- Strongest force on any atom: 3.3 eV Å⁻¹

Last column: Löwdin charge in e.
Positions of all 105 atoms, in Å:
N 0.479 -1.223 0.409  0.12
C 1.604 -0.841 -0.036  -0.19
C 2.035 0.601 0.207  -0.13
C 0.779 1.382 0.471  -0.28
C 0.355 1.810 1.668  -0.41
P 1.255 1.516 3.268  0.62
O 0.118 0.823 4.247  -0.40
Br 1.670 3.604 4.007  0.26
N -0.878 2.450 1.359  -0.40
I -1.919 3.294 2.887  1.16
C -1.147 2.390 0.088  -0.34
C -2.405 2.944 -0.523  -0.03
C -3.605 2.135 0.061  -0.31
O -4.598 3.040 0.443  -0.01
C -4.124 1.080 -0.918  -0.59
F -5.009 1.559 -1.780  0.18
F -3.125 0.495 -1.583  0.13
F -4.769 0.136 -0.200  0.13
N -0.126 1.742 -0.517  -0.04
P -0.105 1.466 -2.291  0.91
O 1.466 1.228 -2.669  -0.25
O -0.458 2.922 -2.959  -0.23
H 0.313 -2.200 0.167  0.06
H 2.231 -1.535 -0.601  0.12
H 2.588 1.009 -0.635  0.10
H 2.689 0.692 1.091  0.06
H 0.020 1.319 5.075  0.04
H -2.504 3.984 -0.220  0.13
H -2.414 2.813 -1.600  0.10
H -3.270 1.582 0.945  0.12
H -5.178 2.588 1.077  0.07
H 1.905 2.075 -2.468  0.08
H 0.044 3.628 -2.517  0.08
C -7.587 1.301 1.127  -0.34
O -6.812 1.668 2.003  -0.01
N -8.669 0.547 1.339  -0.19
C -9.552 0.145 0.258  -0.04
C -8.969 0.118 2.697  -0.03
H -7.446 1.575 0.069  0.14
H -10.558 0.523 0.447  0.09
H -9.585 -0.944 0.199  0.09
H -9.198 0.541 -0.690  0.09
H -9.105 0.990 3.336  0.10
H -8.138 -0.469 3.088  0.09
H -9.874 -0.483 2.703  0.09
C 3.122 3.467 -6.686  -0.36
O 3.958 3.636 -5.819  0.01
N 2.363 2.362 -6.809  -0.20
C 1.371 2.213 -7.857  -0.05
C 2.553 1.289 -5.850  -0.04
H 2.911 4.229 -7.455  0.13
H 0.384 2.071 -7.413  0.09
H 1.613 1.344 -8.472  0.09
H 1.351 3.098 -8.489  0.08
H 2.365 1.666 -4.846  0.06
H 3.585 0.937 -5.898  0.10
H 1.876 0.466 -6.065  0.09
C -1.781 -1.239 7.169  -0.34
O -1.212 -0.168 7.043  0.00
N -2.406 -1.912 6.184  -0.20
C -3.056 -3.189 6.413  -0.05
C -2.425 -1.335 4.853  -0.04
H -1.826 -1.759 8.139  0.14
H -2.599 -3.953 5.781  0.09
H -4.117 -3.111 6.168  0.09
H -2.955 -3.485 7.455  0.08
H -1.401 -1.193 4.506  0.07
H -2.914 -0.360 4.893  0.09
H -2.959 -1.982 4.161  0.08
C 5.231 1.467 2.430  -0.31
O 4.085 1.450 1.989  -0.09
N 6.331 1.289 1.699  -0.18
C 7.663 1.322 2.283  -0.03
C 6.200 1.056 0.269  -0.02
H 5.439 1.636 3.497  0.14
H 8.247 2.117 1.818  0.10
H 8.161 0.367 2.112  0.09
H 7.603 1.505 3.354  0.09
H 5.690 1.902 -0.194  0.09
H 5.603 0.156 0.103  0.09
H 7.182 0.930 -0.181  0.08
C 8.819 -1.671 -1.302  -0.37
O 9.352 -0.585 -1.435  0.00
N 8.223 -2.368 -2.286  -0.20
C 7.604 -3.659 -2.052  -0.06
C 8.202 -1.805 -3.626  -0.04
H 8.783 -2.184 -0.325  0.13
H 8.086 -4.416 -2.672  0.09
H 6.543 -3.611 -2.309  0.09
H 7.702 -3.943 -1.006  0.08
H 9.223 -1.644 -3.973  0.10
H 7.690 -0.842 -3.614  0.09
H 7.689 -2.481 -4.305  0.09
C -2.586 -4.966 -0.447  -0.36
O -1.550 -4.987 -1.082  0.01
N -3.389 -3.890 -0.328  -0.20
C -4.612 -3.916 0.448  -0.05
C -3.004 -2.663 -1.004  -0.04
H -2.959 -5.849 0.099  0.13
H -5.463 -3.686 -0.197  0.09
H -4.559 -3.172 1.247  0.08
H -4.760 -4.899 0.890  0.08
H -2.930 -2.847 -2.076  0.10
H -2.027 -2.337 -0.642  0.07
H -3.738 -1.889 -0.816  0.06



- Number 2 is which compound?
  C26H53BrF3IN9O10P2



- Which value of strongest force on any atom does entry 1 give?
  1.2 eV Å⁻¹



- Which value of 2S+1 does entry 1 give?
  1